Entry from the Open Molecules 2025 dataset: a cluster of 9 separate species, C31H54O27 in total (the ωB97M-V functional and the def2-TZVPD basis).

Cartesian coordinates (Å):
O 3.3600 6.9480 -2.8184
O 1.7504 -3.5640 2.4861
O 1.9462 -5.6267 3.3801
O -0.9489 -4.4109 3.2883
O -5.3627 -2.8574 -1.7933
O -2.2849 4.4366 -6.3481
O -3.5239 -1.9979 -3.0363
O -3.3050 -3.6991 3.3280
O -2.5573 -5.1171 0.3945
O -0.9363 2.7294 -5.6309
O 1.3832 4.4509 1.0070
O 1.7670 0.0111 -0.3792
O -1.9704 -3.3228 -0.7562
O 4.5085 2.8282 3.4730
O 1.7292 5.8431 -3.6958
O 1.0531 4.2993 3.2035
O 1.9664 -5.4700 0.9769
O 1.9878 1.6207 -2.1884
O -1.0807 -5.2881 -1.2036
O -2.3625 3.8637 -4.0314
O 3.1984 1.1826 3.3255
O 3.9732 1.6244 5.2650
O 1.6457 6.1321 2.3596
O 0.6638 -0.2317 -2.5073
O -1.4605 -2.4969 2.2248
O 1.6987 6.0353 -1.5604
O -4.1137 -4.0318 -3.4695
C -4.3276 -2.9705 -2.7432
C -3.5561 -0.8618 -2.1915
C -1.9693 -6.4147 0.5775
C -0.7891 5.9381 -1.6327
C 0.5590 5.2509 -1.9039
C -4.6551 -5.2639 -3.0279
C 1.3914 4.9318 2.1306
C 3.3193 1.5524 1.9809
C -1.9445 -4.5099 -0.6096
C 5.4713 2.7147 1.2859
C 2.1178 -7.0031 3.3478
C -1.8921 -3.5115 2.9919
C -1.2414 -6.6342 -0.7419
C 1.4979 -2.7516 1.2986
C 3.9851 1.7923 4.0800
C 1.4626 6.4328 3.7349
C -0.3891 1.7754 -4.6359
C -3.1712 5.4860 -6.0630
C 1.9481 -4.9071 2.2884
C 0.1009 -1.4270 -1.9362
C 0.7100 4.9603 -3.3324
C 2.3437 6.3052 -2.6992
C 1.4782 0.4716 -1.6904
C 2.2369 4.5634 5.2717
C 2.7978 2.4701 -1.3786
C -2.4042 -1.5747 1.7331
C 1.1696 5.1005 4.3438
C -3.0803 -7.3485 0.8842
C -1.3452 -5.4748 4.0996
C -1.8839 3.6501 -5.3451
C 4.2261 2.7641 2.0998
H -0.5657 -6.1909 4.1528
H 2.3349 6.9907 4.1636
H -0.5844 -1.9796 -2.5830
H 2.1133 -7.3621 4.3973
H -0.8222 6.2622 -0.6105
H 3.0396 -7.1663 2.8419
H 0.6884 7.1670 3.8197
H 1.3959 -7.6101 2.8358
H -1.7573 5.4181 -1.9302
H -3.8670 -7.1671 0.1134
H -2.8608 6.1915 -5.3297
H 2.3341 2.4698 -0.3775
H 5.2390 2.7989 0.2500
H -0.1958 5.2415 -3.9130
H 2.4667 5.2621 6.0403
H 0.8199 -2.1373 -1.5363
H 6.1228 3.4295 1.5662
H -0.9715 1.7764 -3.6723
H -2.2296 -5.9777 3.6418
H -0.5576 -1.1981 -1.0743
H -3.2969 -1.9715 1.2742
H -1.8890 -7.0792 -1.4315
H -4.1977 -5.5430 -2.1040
H -4.5540 -6.0761 -3.7754
H 5.9358 1.7301 1.3496
H 3.6581 3.6173 1.9318
H 1.0281 3.9396 -3.5202
H -2.7530 -0.8947 2.4371
H -3.4597 -1.1724 -1.1384
H 0.5703 4.3143 -1.3336
H -2.8497 -8.3918 0.9675
H 1.0544 -1.7890 1.6128
H 1.8518 3.6401 5.7239
H -3.3750 5.9548 -7.0129
H -5.7020 -5.2714 -2.7393
H 3.7731 0.7510 1.3693
H 0.2983 5.1145 4.9176
H -2.6976 -0.2120 -2.2868
H 0.7002 1.8722 -4.5872
H -0.5504 0.7856 -5.0638
H 2.4051 -2.5766 0.7027
H 2.2973 1.8176 1.6484
H 0.7139 -3.2275 0.6655
H -4.1003 5.0963 -5.6818
H -1.5793 -5.0648 5.0605
H 3.8915 2.2083 -1.4365
H -1.2072 -6.3757 1.3787
H -3.4378 -7.0767 1.8411
H 3.1445 4.2680 4.8140
H -1.8775 -0.9763 0.9985
H -4.5249 -0.3073 -2.3849
H 2.7416 3.4920 -1.7147
H -0.2415 -7.0572 -0.5205
H -0.8046 6.8453 -2.2680

Calculated values
HOMO energy, hartree: -0.365
Multiplicity: 1
Lowest unoccupied orbital energy, eV: 0.358
SMILES: C[C@H]1COC(=O)O1.C[C@H]1COC(=O)O1.C[C@H]1COC(=O)O1.C[C@H]1COC(=O)O1.COC(=O)OC.COC(=O)OC.COC(=O)OC.COC(=O)OC.COC(=O)OC
Energy relative to the best compared isomer or geometry (same formula, charge and spin), eV: 8.294
Total energy, Ha: -3244.85552
Gap between HOMO and LUMO, eV: 10.302

Mulliken population analysis, charges in e, atoms 1 to 5:
1. O -0.65
2. O -0.24
3. O -0.32
4. O 0.07
5. O -0.67

Entry from the Open Molecules 2025 dataset: a structure of composition C31H55As3Cl2N7OV (the ωB97M-V functional and the def2-TZVPD basis).

Cartesian coordinates (Å):
As 2.8130 -1.0735 4.8521
As 1.5293 2.1661 0.7711
As 1.5612 -1.3984 0.7439
V 0.1490 0.5458 -0.7961
Cl 2.9294 0.3072 -1.8677
Cl 3.6290 -1.5021 -4.0854
O -1.5947 -1.9494 0.9103
N -3.3453 0.3462 -1.9667
N -5.6000 -0.1587 -2.3826
N -0.8461 -3.2062 -4.4773
N -0.0686 -1.2437 -2.4871
N 0.0299 2.1525 -2.1103
N -1.5778 1.3692 -0.2741
N -2.7359 0.8216 0.2594
C -0.8667 4.3970 -2.1459
C 4.1404 -0.1172 -3.1390
C 0.9714 -2.5134 2.2239
C 0.1516 -2.1253 -4.8009
C -0.8009 3.1063 -1.6024
C 3.9941 -0.1059 6.0758
C -7.2450 -0.5084 -0.6335
C -0.1104 -0.9155 -3.9155
C -6.5444 -0.2796 1.6614
C 3.4684 0.3979 2.3147
C -0.1145 4.6993 -3.2518
C -2.2998 -1.6496 2.1280
C 2.5046 0.3694 3.5069
C -1.7017 2.6269 -0.6067
C -4.3465 0.1038 -2.7576
C 2.0908 3.8439 -0.0300
C -0.7952 -3.5671 -3.0151
C -5.9414 -0.2229 -1.0296
C -7.5371 -0.5409 0.7129
C 0.4774 2.8275 2.2644
C 4.9217 0.4288 2.8116
C 0.6906 3.7004 -3.8147
C 3.3258 -0.8530 1.4345
C -4.9330 0.0298 -0.1011
C 2.2269 -2.8584 -0.3832
C 1.1509 -0.7253 5.8312
C -1.0143 -2.3174 -2.1717
C -3.6060 0.4078 -0.6020
C 3.2714 1.6870 1.5094
C -5.2604 0.0130 1.2592
C 0.7401 2.4687 -3.2170
H 2.7652 3.6543 -0.8640
H 5.1767 -0.4954 3.3326
H 2.9349 -3.4463 0.2005
H -6.7935 -0.2908 2.7134
H 1.2350 4.4186 -0.3740
H -1.8968 -2.8222 0.6373
H 1.1331 -2.5553 -4.6080
H 1.4704 0.2550 3.1569
H -2.0252 -1.9257 -2.3166
H 5.0340 -0.1951 5.7705
H 2.5524 1.3226 4.0423
H 1.8450 -3.0232 2.6263
H 3.9929 -0.7742 0.5729
H -1.7880 -2.8878 -4.7181
H -0.9186 -2.5784 -1.1221
H 1.1377 3.3267 2.9720
H -8.0147 -0.6898 -1.3731
H -1.9603 -2.2951 2.9399
H 5.6190 0.5429 1.9793
H -3.3738 -1.7691 1.9954
H 1.1445 -1.3276 6.7381
H 3.5136 2.5434 2.1455
H 0.6172 -0.1442 -4.1525
H 0.8740 -1.5554 -2.2452
H 1.0743 0.3264 6.1082
H -1.5545 -4.3240 -2.8261
H -2.6034 3.1657 -0.3388
H 1.4032 -3.5177 -0.6648
H 4.2466 0.7497 -3.7798
H -0.2456 3.5444 1.8777
H 3.8910 -0.5607 7.0605
H -2.0899 -0.6112 2.3679
H -6.3229 -0.2480 -3.0809
H 2.6186 4.4169 0.7320
H -0.0544 2.0194 2.7599
H 0.2834 -1.0052 5.2323
H 1.3681 1.6879 -3.6203
H -0.1469 5.6877 -3.6895
H 0.1890 -4.0048 -2.8432
H -4.4960 0.2592 1.9817
H -8.5469 -0.7557 1.0348
H 5.0565 -0.3567 -2.6123
H 3.9625 1.7189 0.6619
H -1.1010 -0.5009 -4.1265
H -1.5245 5.1270 -1.6932
H 0.5141 -1.9163 3.0087
H 3.7179 0.9462 6.1469
H 0.0715 -1.8861 -5.8598
H 5.0776 1.2605 3.5005
H -0.6666 -4.0338 -5.0510
H 2.7339 -2.4928 -1.2759
H 3.6506 -1.7227 2.0113
H 0.2488 -3.2382 1.8631
H -4.1776 0.1042 -3.8305
H 1.2665 3.8883 -4.7096

Calculated values
HOMO energy (spin up / spin down), hartree: -0.526 / -0.522
Total charge: +3
Multiplicity: 2
Lowest unoccupied orbital energy (spin up / spin down), eV: -7.634 / -7.601
Energy relative to the best compared isomer or geometry (same formula, charge and spin), eV: 1.273
Total energy, Ha: -10243.57214
Gap between HOMO and LUMO (spin up / spin down), eV: 6.671 / 6.591

Mulliken population analysis, charges in e, atoms 1 to 5:
1. As 0.28
2. As 1.24
3. As 0.97
4. V -0.02
5. Cl 0.06